(1)
Density functional theory data (ωB97M-V with the def2-TZVPD basis set) for a molecular structure, C34H72BN9O4RbSSi2Te at a distorted geometry.

Each line ends with the Löwdin charge.
CARTESIAN COORDINATES (ANGSTROEM)
Rb  -0.33766  -0.49099  1.28652  0.8200
C  -4.17074  -3.91206  0.30383  -0.0858
C  -2.74127  -3.54837  -0.09369  -0.3626
C  -2.42347  -4.14017  -1.46684  -0.0552
C  -1.76412  -3.98320  0.96643  -0.2967
C  -1.93110  -5.00961  1.91224  -0.0266
C  -0.77337  -4.97249  2.65870  -0.0920
N  0.00618  -3.98552  2.19007  -0.0440
N  -0.58417  -3.38276  1.13214  0.0451
B  1.36475  -3.52365  2.81285  -0.5273
N  1.19446  -2.34733  3.81200  -0.0344
C  0.77315  -2.53815  5.07807  -0.0942
C  0.67180  -1.31638  5.69886  -0.0231
C  1.07640  -0.39491  4.71416  -0.2996
N  1.38683  -1.01714  3.58261  0.0644
C  1.23459  1.08990  4.91168  -0.3657
C  2.59872  1.37635  5.54830  -0.0703
C  1.06233  1.91835  3.64581  -0.0745
N  2.43202  -3.29818  1.72737  -0.0216
C  3.30673  -4.25545  1.36577  -0.0807
C  4.13627  -3.74075  0.39151  -0.0503
C  3.67581  -2.42220  0.20976  -0.2799
N  2.65586  -2.16702  1.01619  0.1195
C  4.21695  -1.36491  -0.71995  -0.3577
C  3.31831  -1.14446  -1.93790  -0.0528
C  5.64018  -1.69156  -1.16511  -0.0778
H  -4.88386  -3.51048  -0.42009  0.0691
H  -4.42967  -3.52876  1.29298  0.0849
H  -4.30469  -4.99757  0.32218  0.0757
H  -2.66975  -2.45928  -0.17403  0.1115
H  -2.37499  -5.23158  -1.41289  0.0840
H  -1.48070  -3.76410  -1.85500  0.0351
H  -3.18954  -3.86245  -2.19564  0.0783
H  -2.77464  -5.66718  2.03985  0.0913
H  -0.44214  -5.55906  3.50119  0.1115
H  1.71422  -4.47185  3.48052  0.1114
H  0.57749  -3.53876  5.43177  0.1115
H  0.36004  -1.10944  6.70970  0.0961
H  0.45913  1.38303  5.62744  0.1337
H  3.39588  1.11783  4.84616  0.0849
H  2.74990  0.79052  6.45758  0.0709
H  2.69782  2.43628  5.79752  0.0705
H  1.79280  1.63360  2.88992  0.0495
H  1.20916  2.97690  3.88180  0.0802
H  0.06194  1.83312  3.21484  0.0410
H  3.28426  -5.21722  1.85276  0.1125
H  4.97513  -4.22647  -0.07953  0.0936
H  4.23196  -0.42659  -0.15743  0.1174
H  3.23865  -2.05113  -2.53399  0.0496
H  3.73224  -0.35951  -2.57890  0.0854
H  2.30641  -0.83846  -1.65778  0.0565
H  5.65636  -2.56998  -1.81905  0.0698
H  6.29556  -1.89478  -0.31634  0.0791
H  6.05920  -0.85620  -1.72983  0.0748
O  2.68041  0.79097  1.01495  -0.1033
H  2.61240  -0.11273  1.37096  -0.0158
H  2.11799  0.79536  0.22825  -0.0119
O  0.46410  0.72645  -1.14813  -0.2225
H  -0.04950  0.17309  -1.76046  -0.0585
H  0.16535  1.62774  -1.32655  -0.0283
O  -2.41921  0.48996  2.31572  -0.4698
N  -2.27223  1.70446  2.20412  -0.3581
C  -4.63613  -0.36445  -0.58402  -0.0513
O  -3.25376  -0.12051  -0.90718  -0.2302
C  -2.85557  0.79925  -1.75518  -0.3029
C  -3.94098  1.35224  -2.64300  -0.1449
H  -5.17400  -0.76249  -1.44381  0.0947
H  -5.09150  0.56255  -0.23629  0.0929
H  -4.62368  -1.08863  0.22472  0.0800
H  -4.88085  1.62458  -2.15924  0.0658
H  -4.14863  0.55373  -3.37050  0.0914
H  -3.55570  2.21089  -3.18892  0.0558
C  3.20980  -4.85586  -2.83211  -0.0808
C  1.68666  -4.85702  -2.85939  -0.2221
N  1.04649  -3.54845  -2.76463  -0.0023
C  0.76915  -2.73185  -3.79856  -0.8363
S  -0.32115  -1.45736  -3.64555  0.6810
N  1.37918  -3.03724  -4.97077  -0.0039
C  1.33034  -2.16715  -6.13592  -0.2833
C  2.34290  -1.03606  -6.06270  -0.0919
H  3.58128  -5.87904  -2.93127  0.0788
H  3.57324  -4.44107  -1.89285  0.0398
H  3.64697  -4.26352  -3.63987  0.0625
H  1.30837  -5.44079  -2.01998  0.1215
H  1.31455  -5.34910  -3.76256  0.1139
H  0.71702  -3.23405  -1.86463  0.1135
H  2.19643  -3.62072  -4.90066  0.1059
H  0.32035  -1.76784  -6.19363  0.0723
H  1.49251  -2.79305  -7.01571  0.1093
H  2.14487  -0.41682  -5.18670  0.0588
H  2.27803  -0.40546  -6.95204  0.0709
H  3.36489  -1.41738  -5.99374  0.0704
C  -3.43763  4.20304  3.89987  -0.1872
Si  -3.47048  5.08046  2.24774  0.3996
C  -5.12089  4.79944  1.39337  -0.1966
C  -3.31927  6.93286  2.58300  -0.1941
C  -2.07688  4.60451  1.09531  -0.5620
Te  -2.16019  2.75112  -0.00121  1.3828
C  -1.40012  3.90217  -1.78401  -0.5488
Si  0.22011  4.82025  -1.70494  0.4082
C  0.65284  5.42790  -3.44438  -0.1955
C  0.19607  6.35866  -0.61481  -0.1933
C  1.65032  3.75739  -1.10782  -0.1782
H  -4.36827  4.40434  4.44140  0.0251
H  -2.61012  4.56843  4.51535  0.0288
H  -3.31777  3.12562  3.78420  -0.0050
H  -5.94086  5.19229  2.00204  0.0232
H  -5.30096  3.73575  1.22026  0.0132
H  -5.14632  5.29749  0.41940  0.0278
H  -4.15284  7.29769  3.19054  0.0218
H  -3.30592  7.50338  1.64985  0.0223
H  -2.39356  7.15673  3.12074  0.0246
H  -1.11208  4.64134  1.60657  0.0101
H  -2.07205  5.35035  0.29679  -0.0192
H  -2.18601  4.60002  -2.10258  0.0019
H  -1.35403  3.13679  -2.57033  -0.0101
H  -0.06603  6.18158  -3.77817  0.0218
H  0.63000  4.60219  -4.16053  0.0231
H  1.65159  5.87406  -3.46845  0.0213
H  -0.63805  7.02240  -0.86169  0.0299
H  1.12460  6.91274  -0.78560  0.0275
H  0.13576  6.12363  0.44935  0.0137
H  1.81769  2.87607  -1.73365  0.0269
H  1.50349  3.40460  -0.08223  0.0340
H  2.57390  4.34427  -1.12459  0.0350

- multiplicity = 1
- orbital gap (spin up / spin down) (eV) = 5.36 / 4.88
- net charge = -1

(2)
Density functional theory data (ωB97M-V with the def2-TZVPD basis set) for a molecular structure, C37H41As2N5O4PtS.

Each line ends with the Löwdin charge.
CARTESIAN COORDINATES (ANGSTROEM)
Pt  -0.52561  -0.31340  0.73642  0.7034
C  0.80994  -2.55962  3.15392  -0.3704
C  1.94565  -1.62882  2.74538  -0.3942
As  1.68515  -1.22580  0.86294  1.1589
C  3.29557  -0.43254  0.19166  -0.3853
C  3.69974  -0.70875  -1.11242  -0.1231
C  4.87389  -0.15520  -1.59487  -0.0526
C  5.64257  0.66657  -0.77823  -0.0450
C  5.24454  0.92928  0.52468  -0.0548
C  4.06819  0.37832  1.01568  -0.0974
C  1.61360  -2.94375  0.00041  -0.3974
C  2.35061  -4.01726  0.49005  -0.0912
C  2.31645  -5.23494  -0.17261  -0.0461
C  1.56511  -5.37403  -1.33248  -0.0464
C  0.84543  -4.29814  -1.83276  -0.0615
C  0.86435  -3.08314  -1.16396  -0.1457
As  -0.90040  -1.99446  2.36698  1.1617
C  -1.90820  -1.26215  3.83515  -0.3896
C  -1.28771  -0.36183  4.69719  -0.1002
C  -1.99310  0.16870  5.76620  -0.0479
C  -3.31738  -0.19478  5.97453  -0.0428
C  -3.93907  -1.09041  5.11620  -0.0485
C  -3.23621  -1.62652  4.04561  -0.1378
C  -1.79447  -3.60620  1.85388  -0.3894
C  -2.09017  -4.57444  2.81214  -0.1007
C  -2.66775  -5.76980  2.41563  -0.0518
C  -2.94955  -5.99358  1.07299  -0.0477
C  -2.65824  -5.02611  0.12250  -0.0575
C  -2.07733  -3.82699  0.51055  -0.1180
H  0.68617  -2.60015  4.23597  0.0904
H  0.96085  -3.57378  2.78660  0.0678
H  2.92945  -2.05527  2.93880  0.0921
H  1.88381  -0.67342  3.26893  0.0673
H  3.11155  -1.36174  -1.74641  0.1067
H  5.19370  -0.36722  -2.60609  0.1196
H  6.56049  1.09490  -1.15734  0.1191
H  5.85145  1.55770  1.16214  0.1170
H  3.76436  0.59159  2.03389  0.1035
H  2.96256  -3.91381  1.37897  0.1104
H  2.88515  -6.07155  0.20995  0.1183
H  1.54827  -6.32253  -1.85201  0.1181
H  0.27070  -4.40496  -2.74320  0.1165
H  0.29243  -2.24472  -1.54940  0.0864
H  -0.25592  -0.06669  4.53990  0.1004
H  -1.50994  0.86432  6.43882  0.1192
H  -3.86273  0.21433  6.81402  0.1205
H  -4.96531  -1.38535  5.28898  0.1193
H  -3.71839  -2.36568  3.41134  0.1069
H  -1.87544  -4.40167  3.86083  0.1156
H  -2.89935  -6.52694  3.15239  0.1181
H  -3.40136  -6.92821  0.76904  0.1183
H  -2.88136  -5.20491  -0.92079  0.1152
H  -1.84195  -3.06774  -0.22596  0.0779
C  1.35385  5.89462  -7.04721  -0.1036
C  0.41714  5.25651  -6.02930  -0.2885
S  1.32510  4.80026  -4.56258  0.6509
O  1.80207  3.44045  -4.69474  -0.3258
O  2.25753  5.83772  -4.21891  -0.2816
C  0.10616  4.74996  -3.23664  -0.1956
C  0.88698  4.53033  -1.93704  -0.1215
N  0.24433  3.55506  -1.03837  0.0707
C  0.48418  2.22936  -1.04006  -0.2876
N  -0.14409  1.64920  -0.01005  -0.0789
C  -0.82554  2.63525  0.65836  -0.0549
C  -0.58432  3.80821  0.03163  -0.1190
N  -1.16340  5.08738  0.35102  -0.3262
O  -1.06952  5.96904  -0.48022  0.1135
O  -1.69547  5.17157  1.43379  0.1298
C  1.33983  1.54187  -2.03095  0.0412
H  0.78509  6.14674  -7.94035  0.0876
H  2.14969  5.20825  -7.33257  0.0879
H  1.80182  6.80116  -6.64775  0.0814
H  -0.02983  4.33490  -6.40098  0.1066
H  -0.37235  5.94046  -5.71450  0.1056
H  -0.57782  3.92913  -3.45201  0.1145
H  -0.44603  5.68720  -3.21205  0.1084
H  0.97731  5.46598  -1.39899  0.1315
H  1.89447  4.16679  -2.12889  0.1257
H  -1.42208  2.46325  1.53589  0.1265
H  1.56655  2.16922  -2.89111  0.0629
H  0.83335  0.64425  -2.39105  0.0991
H  2.27490  1.23966  -1.56560  0.0716
N  -3.64330  -0.20158  1.15172  0.0271
C  -4.78556  0.24972  0.61732  -0.0386
C  -4.45653  0.94530  -0.52542  -0.0170
C  -3.06827  0.86428  -0.60297  -0.1314
N  -2.57725  0.15904  0.41923  -0.1618
H  -3.53656  -0.74902  1.99158  0.0968
H  -5.73617  0.04489  1.07995  0.1385
H  -5.12683  1.43977  -1.20489  0.1157
H  -2.40422  1.26710  -1.34803  0.1126

- multiplicity = 1
- orbital gap (eV) = 8.81
- net charge = +2

(3)
Density functional theory data (ωB97M-V with the def2-TZVPD basis set) for a molecular structure, C5H10PS2 at a distorted geometry.

Each line ends with the Löwdin charge.
CARTESIAN COORDINATES (ANGSTROEM)
C  -0.55249  1.95272  2.23678  -0.2038
C  -0.45404  -1.39545  1.16393  -0.5113
C  0.60285  0.50284  -0.09992  -1.0399
C  1.30730  0.91203  -1.32915  -0.1570
C  -0.95295  -1.38150  -1.60676  -0.2588
P  -1.14508  -0.26888  -0.16423  0.9256
S  0.81688  1.71446  1.32055  0.9997
S  1.34394  -0.80658  1.02733  0.8177
H  -0.30827  2.37919  3.09620  -0.0198
H  -1.48407  1.58397  1.83106  0.0208
H  -0.57578  -1.19747  2.23420  0.0447
H  -0.42286  -2.38416  0.96524  -0.0032
H  2.38994  1.33345  -1.25031  0.1441
H  0.90685  1.73542  -1.77252  0.0580
H  1.28532  0.04076  -1.89314  0.0477
H  -0.58755  -0.78776  -2.58721  0.1238
H  -1.87475  -1.81511  -1.75914  0.0125
H  -0.29522  -2.11794  -1.41291  -0.0010

- multiplicity = 1
- orbital gap (spin up / spin down) (eV) = 7.77 / 7.77
- net charge = +1